(1)
Below is a molecular structure, C40H37HgN5O4PS2 in a non-equilibrium geometry, with properties calculated with ωB97M-V with the def2-TZVPD basis set.

Last column: Mulliken spin population.
Atoms and positions in Å:
H 2.57 -3.63 2.93  0.00
N 2.09 1.21 1.20  -0.01
H -3.50 2.79 -0.47  0.00
H 2.12 3.91 -0.60  0.00
C -2.74 1.37 1.73  0.00
C 5.04 -1.39 2.49  0.00
Hg 0.25 -0.25 0.25  0.05
C 0.10 -1.43 -5.74  -0.03
H 5.90 -0.95 3.00  0.00
S -0.01 0.21 -4.86  0.00
H 5.35 -0.24 0.71  0.00
C 2.67 2.34 3.02  0.00
H -5.16 -0.72 -0.29  0.00
C -1.99 0.81 3.00  0.00
N 2.89 3.12 1.91  0.01
C -2.90 -2.14 1.78  0.00
C 1.74 -4.50 0.28  0.00
O -2.45 1.10 4.10  0.00
C -3.17 0.77 -1.10  0.02
H -2.89 -1.14 -2.02  0.01
C -5.45 -2.54 0.79  0.00
C -0.80 5.39 -3.73  -0.09
C -0.96 6.02 -1.42  -0.04
H -4.43 1.94 -4.55  0.00
H 0.49 -3.49 -5.14  0.03
H -1.07 6.78 -0.65  0.00
H -0.56 3.28 -4.10  0.03
H -1.04 7.42 -3.05  0.02
C -4.72 -1.43 0.40  0.00
C 2.86 -2.50 1.15  0.00
C 0.66 -5.17 -0.26  0.00
C 2.50 2.39 0.83  -0.02
H -1.46 -2.58 -0.56  0.02
C -3.62 -3.26 2.16  0.00
H -4.29 3.54 -2.68  0.00
H -6.45 -2.70 0.40  0.00
H 0.72 -6.24 -0.46  0.00
O -0.81 4.39 0.28  0.01
H -2.31 2.34 1.48  0.00
O -0.98 0.13 2.74  0.01
C 1.69 -3.13 0.50  -0.01
C 2.61 2.93 -0.55  0.01
C 3.66 -1.53 0.51  0.00
C -0.47 2.31 -1.61  0.22
C -3.68 0.29 -3.40  -0.01
H -0.75 -1.48 -6.42  -0.01
C -0.94 6.37 -2.77  0.13
C 0.55 -2.39 0.17  -0.02
O -0.65 1.96 -0.36  0.07
N -0.04 1.51 -2.57  -0.10
H 2.61 -1.51 -1.24  -0.02
H -3.17 -3.97 2.85  0.00
C -4.08 1.61 -3.59  0.01
H 1.03 -1.42 -6.32  0.06
C -3.44 -1.20 0.90  0.01
H -1.38 -4.99 -0.93  0.00
C -4.01 2.50 -2.53  0.01
H -3.83 1.46 1.87  0.00
H -0.90 -2.70 -4.32  -0.05
H 4.52 -2.68 4.12  0.00
N 3.48 -1.23 -0.82  0.01
C -0.68 3.69 -2.01  -0.10
S 1.21 -2.04 -3.34  -0.07
C -0.67 4.07 -3.36  0.15
C 2.17 1.16 2.56  0.00
H -1.90 -1.97 2.15  0.00
C 3.19 -2.89 2.44  0.00
H 3.20 4.07 1.90  0.00
H 3.77 -0.31 -1.11  0.00
H -0.80 5.66 -4.79  0.00
H -3.71 -0.41 -4.23  -0.01
C 4.74 -0.98 1.21  0.00
C 0.10 -2.56 -4.73  0.17
H 1.85 0.29 3.10  0.00
C -0.82 4.70 -1.03  0.09
P -2.34 0.19 0.41  -0.03
C 0.32 -0.53 -3.26  0.41
C -4.90 -3.46 1.67  0.00
C -3.56 2.09 -1.29  -0.03
C -0.54 -3.11 -0.33  0.01
H 2.11 2.27 -1.25  0.00
C -3.22 -0.12 -2.17  0.01
C -0.50 -4.47 -0.54  0.00
H -0.75 3.37 0.30  0.00
H -5.46 -4.35 1.95  0.00
N 0.28 0.25 -2.22  0.06
C 4.28 -2.35 3.11  0.00
H 2.65 -5.04 0.52  0.00
H 3.65 3.05 -0.84  0.00
H 2.88 2.70 4.01  0.00

Computed properties:
expectation value of S²: 0.7930
multiplicity: 2
HOMO level (alpha / beta): 1.29 / -1.95 eV
LUMO (alpha / beta): 4.39 / 4.25 eV
E_tot: -92856.2565 eV
total charge: -2


(2)
Below is a molecular structure, CH6NO4PPdS in a non-equilibrium geometry, with properties calculated with ωB97M-V with the def2-TZVPD basis set.

Last column: Mulliken charge in e.
Atoms and positions in Å:
O -0.31 -1.62 0.85  -0.38
H 0.29 2.78 -0.52  0.40
P 0.73 0.79 0.04  0.55
H -2.60 1.20 -0.42  0.32
O -2.48 -0.76 -0.12  -0.09
N -2.58 0.51 0.32  -0.21
H 3.09 0.84 0.32  0.35
S -0.92 -1.37 -0.43  0.92
O -0.14 -0.23 -1.08  -0.20
H 2.30 -0.38 1.33  0.36
Pd -1.22 -3.97 -0.61  0.55
C 2.34 0.06 0.34  -0.84
H -1.99 0.73 1.13  0.34
O 0.98 2.12 -0.74  -0.41
H 2.51 -0.71 -0.41  0.34

Computed properties:
multiplicity: 1
HOMO level: -17.26 eV
LUMO: -13.00 eV
E_tot: -34393.7409 eV
total charge: +2


(3)
Below is a molecular structure, C9H23ClI2NP2Ru in a non-equilibrium geometry, with properties calculated with ωB97M-V with the def2-TZVPD basis set.

Last column: Mulliken spin population.
Atoms and positions in Å:
H 4.48 1.18 -0.17  0.01
H -2.89 -0.80 0.26  0.00
H -1.30 -3.34 -0.79  0.00
N -0.42 0.98 0.38  -0.01
H -1.09 -3.30 -2.56  0.01
H -3.16 1.10 2.82  0.00
H -2.98 0.60 -0.85  0.00
C -2.35 1.72 3.20  0.01
C -2.92 -0.49 -0.79  0.05
P 2.44 -0.08 0.29  0.23
H -3.78 -0.95 -1.29  0.02
H -0.96 3.23 2.49  0.01
C -0.97 1.64 1.16  0.18
H 1.65 0.37 2.53  0.00
P -1.40 -1.07 -1.63  0.23
I 1.69 -2.02 -2.26  0.84
Cl -0.01 -1.89 1.07  0.06
H 3.36 0.88 2.30  0.02
H -2.73 -3.09 -1.84  0.01
H 2.64 -2.32 1.18  0.00
H -2.76 2.40 3.94  0.00
H 3.06 1.71 -1.17  -0.01
H -1.30 0.59 -3.35  -0.01
C 3.35 -1.59 0.78  0.00
C -1.67 2.50 2.07  -0.02
C 2.36 0.87 1.85  0.05
H -0.85 -1.03 -3.98  -0.01
H -2.59 -0.64 -3.71  0.01
Ru 0.45 -0.32 -0.66  1.21
H -1.64 1.06 3.71  0.00
H -2.41 3.07 1.49  0.01
I 0.40 2.81 -2.16  1.01
H 4.08 -1.33 1.56  0.01
H 3.87 -2.02 -0.08  0.01
H 3.93 0.20 -1.58  -0.01
C -1.65 -2.88 -1.72  0.00
C -1.57 -0.48 -3.35  0.04
H 2.02 1.89 1.64  0.00
C 3.61 0.85 -0.76  0.04

Computed properties:
expectation value of S²: 6.0229
multiplicity: 5
HOMO level (alpha / beta): -19.91 / -19.93 eV
LUMO (alpha / beta): -12.76 / -14.22 eV
E_tot: -61049.4691 eV
total charge: +3


(4)
Below is a molecular structure, C38H58N11OSTi in a non-equilibrium geometry, with properties calculated with ωB97M-V with the def2-TZVPD basis set.

Last column: Mulliken charge in e.
Atoms and positions in Å:
H -0.37 4.00 2.99  0.51
H -0.57 -0.77 7.71  0.37
H -1.30 -3.15 -0.94  0.38
H 2.85 -1.89 -2.18  0.71
H 1.96 2.66 3.46  0.36
H -2.34 1.49 1.53  0.62
H 1.12 -2.11 -2.13  -0.19
H 1.64 -3.69 -0.60  0.56
C -0.18 0.63 -7.39  -0.66
H -0.74 0.48 -2.83  0.94
N -0.06 -0.17 -6.17  0.10
C -1.28 1.75 -0.88  -1.69
N -0.24 6.13 -2.62  -0.32
H 1.78 2.44 0.06  0.73
C -2.82 0.53 1.44  -0.49
C -0.84 -4.25 3.26  -1.66
N -1.00 -1.27 -1.75  0.47
C -0.74 3.99 -1.58  0.55
H 1.30 4.53 -1.08  0.48
C 0.81 2.58 -0.39  -1.21
H 1.77 -0.98 -6.68  0.40
H 1.52 0.72 -4.14  -0.06
H -4.29 -3.86 0.91  0.20
H 1.24 0.03 -1.87  -0.59
C -0.26 -2.81 5.25  -0.58
N -4.79 -0.76 1.65  -0.60
H 1.17 -0.91 7.50  0.40
H 2.20 -0.52 3.38  -0.61
H -1.15 2.49 5.19  0.38
C 3.03 0.33 -0.99  -0.74
N -2.08 -0.52 1.05  1.33
C -1.38 2.04 4.22  -1.37
H 2.56 1.15 1.89  0.11
N -0.08 1.57 -0.27  2.67
C -4.08 -1.83 1.28  -0.03
C 1.24 -0.69 -5.77  -0.77
H 0.64 0.35 -8.05  0.40
N -0.04 0.57 2.69  1.72
C -1.47 -3.23 -3.06  -1.34
H 2.20 -2.75 2.89  0.52
H 4.34 0.94 0.60  0.49
C 2.83 -0.74 2.53  0.20
H 3.49 -2.64 1.72  0.48
C 0.09 -0.44 5.00  0.09
H 0.29 0.50 5.49  0.72
H -0.23 2.66 -8.10  0.40
C 1.23 2.19 4.11  -1.55
C 2.56 -2.17 2.04  -0.96
C -1.64 2.91 -1.52  -1.16
C 3.59 0.17 0.41  -1.25
C -2.70 -1.69 0.99  -0.53
C 0.53 3.76 -1.05  -1.58
C 2.13 -2.75 -0.34  -1.51
H 0.70 5.84 -2.83  0.19
H 2.86 1.38 -1.22  0.34
H -1.12 0.36 -7.87  0.38
H -0.25 -4.46 2.36  0.26
C -1.08 -1.15 -4.15  -0.87
C -0.92 -0.59 -2.90  -0.27
C -4.17 0.39 1.72  -0.91
C 2.08 0.31 -4.99  -0.77
H 1.68 1.29 4.52  0.43
C -1.26 -2.58 -1.86  -0.05
N 1.56 -2.23 0.93  -0.03
N 2.53 0.23 1.45  0.11
H -4.76 1.25 2.02  0.46
Ti 0.25 -0.11 0.95  1.24
H -0.58 -1.90 2.04  -1.58
C -0.09 1.94 3.34  1.10
H 3.87 -0.65 2.85  0.83
H -2.14 -2.57 0.71  0.07
H -5.70 -3.02 1.44  0.29
C -0.38 -1.79 3.10  1.52
H -0.33 -3.68 5.89  0.47
H 3.78 -0.02 -1.70  0.60
H -1.90 -4.26 2.98  0.29
H 3.18 -2.99 -0.19  0.39
C -0.10 -0.52 3.61  0.61
C -1.16 5.30 -2.11  0.01
C -0.47 -2.93 3.89  0.18
C -1.15 -0.27 -5.39  -0.11
H 1.09 -1.59 -5.17  0.40
H -1.97 0.92 -0.87  0.80
C 0.22 -1.40 7.29  -1.79
H 0.73 2.46 -6.63  0.22
H -1.86 1.09 4.40  0.32
H -1.02 3.06 1.67  0.50
H 0.87 -2.92 1.22  -0.15
H 2.38 1.15 -5.62  0.46
O -2.22 0.28 -5.60  -0.62
H -0.69 -5.08 3.95  0.46
H 1.06 2.88 4.94  0.41
H 3.00 -0.16 -4.62  0.37
N 1.76 -0.40 -1.12  0.77
H 0.20 -2.35 7.81  0.42
H 0.73 3.31 1.85  0.40
C 1.97 -1.80 -1.54  0.06
N -4.71 -3.01 1.23  -0.38
C -1.38 -2.50 -4.24  0.02
C 0.02 -1.57 5.81  -0.30
H -2.62 3.01 -1.97  0.66
S -2.75 5.73 -1.92  -0.25
H -1.71 -4.28 -3.08  0.51
H 4.10 -0.79 0.49  0.45
H -0.55 7.03 -2.94  0.24
C -0.18 2.14 -7.15  -0.98
H -2.11 2.69 3.74  0.48
H -1.05 2.42 -6.56  0.30
H -1.53 -2.98 -5.20  0.58
C -0.19 3.12 2.38  -2.34

Computed properties:
multiplicity: 1
HOMO level (alpha / beta): -15.23 / -15.23 eV
LUMO (alpha / beta): -9.98 / -9.99 eV
E_tot: -92714.0609 eV
total charge: +3